Here is a cluster of 13 separate species, C55H116N2O21 in total from the OMol25 dataset. Energies are from ωB97M-V with the def2-TZVPD basis set.

Structure (ORCA input):
```
! RIJCOSX wB97M-V def2-TZVPD def2/J DEFGRID3
* xyz 0 1
O -21.49498 -20.24016 8.11679
C -20.88100 -19.20209 8.18242
O -21.23022 -17.99574 8.73554
C -22.48734 -18.00395 9.45880
C -23.77361 -18.26246 8.65297
C -19.45627 -19.10508 7.61126
H -22.49674 -17.00260 9.95774
H -22.29106 -18.81055 10.24786
H -23.76948 -17.75777 7.70194
H -24.73170 -18.13961 9.18387
H -23.68933 -19.25989 8.35483
H -19.14512 -20.12916 7.29764
H -18.68491 -18.78941 8.22752
H -19.50195 -18.52035 6.66218
O -14.65852 -24.96446 5.22050
C -14.28366 -26.03068 4.78195
O -15.01468 -26.55008 3.73347
C -16.02529 -25.67157 3.21240
C -15.32542 -24.61570 2.37708
C -13.13388 -26.98024 5.11886
H -16.60101 -25.22686 3.98580
H -16.63732 -26.32016 2.58085
H -16.03020 -23.87873 2.00514
H -14.91355 -25.09354 1.49665
H -14.51426 -24.15041 2.94258
H -13.53123 -27.98481 5.30273
H -12.55741 -26.63264 5.96783
H -12.35590 -26.96616 4.34511
O -16.99337 -19.49985 13.46936
C -17.66016 -19.77932 12.52040
O -18.10173 -18.89156 11.60975
C -17.90148 -17.45728 11.94162
C -18.92243 -16.70235 11.21704
C -17.91751 -21.19266 12.16679
H -16.88307 -17.25657 11.65012
H -17.88141 -17.28608 13.03748
H -18.95821 -15.68937 11.67584
H -19.90161 -17.11459 11.38918
H -18.71163 -16.63997 10.11947
H -18.80316 -21.45780 12.76408
H -17.04113 -21.79376 12.43497
H -18.18083 -21.22298 11.08506
O -17.18497 -16.63236 8.26607
C -16.06815 -16.84011 8.63198
O -15.12723 -15.89316 8.89291
C -15.31331 -14.54155 8.48300
C -14.96591 -14.39154 7.03052
C -15.50971 -18.18689 9.02293
H -14.72625 -14.02871 9.20969
H -16.37970 -14.23622 8.64139
H -15.54009 -14.97087 6.34470
H -13.98212 -14.70729 6.85982
H -14.98097 -13.31777 6.63449
H -15.91871 -18.53813 9.92371
H -14.40934 -18.09645 9.11317
H -15.91988 -18.83015 8.28997
O -10.92497 -18.97161 2.15279
C -11.82828 -18.30493 2.56755
O -11.70835 -17.42172 3.61906
C -10.45526 -17.23948 4.24759
C -10.57722 -17.49060 5.72638
C -13.22661 -18.13989 2.01017
H -10.09143 -16.20702 4.10659
H -9.76684 -17.96689 3.68566
H -11.53745 -17.07807 6.07475
H -9.78503 -17.01726 6.29637
H -10.64127 -18.60311 5.89665
H -13.20208 -18.50732 0.94368
H -13.47335 -17.10651 2.03610
H -13.97804 -18.65071 2.61466
O -10.04232 -21.50847 6.66432
C -10.39817 -21.47486 7.80454
O -11.00197 -22.54386 8.44728
C -11.35618 -23.60267 7.59808
C -11.86864 -24.70960 8.45686
C -10.21799 -20.36469 8.77175
H -10.47088 -23.94639 6.97439
H -12.10694 -23.26946 6.86102
H -11.06769 -25.03182 9.18166
H -12.16856 -25.62161 7.94384
H -12.78068 -24.40415 8.96860
H -10.91427 -20.49320 9.65711
H -10.37131 -19.46146 8.24720
H -9.14755 -20.32523 9.15440
O -17.63214 -25.02311 9.70553
C -17.78279 -24.97926 8.48028
O -16.82078 -25.23796 7.61167
C -15.44527 -25.45759 8.23337
C -15.32164 -26.98187 8.47896
C -19.07226 -24.66699 7.72960
H -15.47265 -24.94672 9.21403
H -14.74330 -25.05072 7.48701
H -15.32990 -27.59085 7.60237
H -16.07581 -27.30950 9.24407
H -14.40383 -27.28272 8.96447
H -18.82873 -24.52873 6.67897
H -19.58679 -23.84117 8.19083
H -19.79666 -25.52633 7.80126
O -16.27417 -20.37253 2.46611
C -16.45232 -20.69535 1.30035
O -17.68219 -20.84661 0.76360
C -18.76459 -20.89689 1.66599
C -20.05298 -20.75389 0.86372
C -15.38334 -20.97034 0.27413
H -18.77345 -20.03167 2.40077
H -18.61881 -21.78208 2.31059
H -20.06370 -21.54718 0.12217
H -20.05183 -19.80300 0.39149
H -20.98770 -20.77772 1.47740
H -14.62977 -20.17430 0.17675
H -15.86649 -21.08883 -0.70356
H -14.78887 -21.85135 0.47632
O -10.38780 -23.05177 0.66285
C -11.42782 -23.68830 0.72851
O -11.93101 -24.12476 1.89359
C -11.20745 -23.64402 3.05101
C -11.50595 -22.18950 3.47544
C -12.14940 -24.24076 -0.45927
H -10.18775 -23.73057 2.98875
H -11.49017 -24.43325 3.83763
H -12.53846 -21.91437 3.42721
H -10.90905 -21.41099 2.98241
H -11.31837 -22.07628 4.50604
H -12.20137 -25.23433 -0.10939
H -11.53216 -24.03556 -1.29899
H -13.16730 -23.86964 -0.66794
O -14.36931 -24.55401 11.18111
C -14.43307 -24.11191 12.29454
O -15.44796 -24.31855 13.19682
C -16.57328 -24.97396 12.59275
C -17.69422 -25.12029 13.59018
C -13.35640 -23.18832 12.91619
H -16.27576 -25.93349 12.18819
H -16.87494 -24.42639 11.70003
H -18.39764 -24.31026 13.60825
H -17.33258 -25.11881 14.67365
H -18.25677 -26.07356 13.46610
H -13.54188 -22.10861 12.64178
H -12.35593 -23.40025 12.54390
H -13.39420 -23.24363 13.98528
C -22.94957 -19.98034 5.10067
C -21.49451 -19.94077 4.63143
O -21.10389 -19.00034 4.03932
C -20.56645 -21.10871 4.84747
H -23.51584 -20.57300 4.35250
H -23.46302 -18.97280 5.17005
H -23.06425 -20.53980 6.09262
H -20.86377 -22.06143 4.36572
H -20.65556 -21.36163 5.93323
H -19.62519 -20.80919 4.57424
C -13.13645 -19.84322 5.71361
C -14.26151 -20.78913 5.35118
N -15.36585 -20.80297 6.25261
C -15.03625 -21.65272 7.43493
C -16.22941 -21.77606 8.34106
C -16.66673 -21.06218 5.66350
C -16.88864 -22.52209 5.22710
H -13.49341 -18.80693 5.78058
H -12.35152 -19.88714 4.95746
H -12.59007 -20.12050 6.63417
H -14.71095 -20.49173 4.43128
H -13.87806 -21.82343 5.25451
H -14.59464 -22.67897 7.21275
H -14.24444 -21.14916 7.95843
H -17.07093 -22.39461 7.97948
H -15.96282 -22.21180 9.32569
H -16.66655 -20.75833 8.56909
H -16.77268 -20.40416 4.76040
H -17.41289 -20.83359 6.41370
H -16.38267 -23.25019 5.93645
H -16.53577 -22.79172 4.25872
H -17.94627 -22.75520 5.18765
C -18.76722 -13.72395 4.84059
C -18.69658 -14.76294 3.72117
N -17.44472 -15.55741 3.90379
C -17.02772 -16.05259 2.60281
C -17.82076 -17.21489 1.99323
C -17.59988 -16.60771 4.94019
C -16.25198 -17.44626 5.04405
H -18.99681 -14.16949 5.80246
H -19.47850 -12.94501 4.62953
H -17.79349 -13.14273 4.93312
H -19.58745 -15.39209 3.80175
H -18.57965 -14.24732 2.77814
H -16.91808 -15.18827 1.96257
H -16.02879 -16.30876 2.82981
H -18.85769 -17.11190 2.04518
H -17.53836 -17.41796 0.99913
H -17.50049 -18.16290 2.40043
H -18.43446 -17.32418 4.74645
H -17.88220 -16.15046 5.89459
H -15.25708 -16.88543 5.04409
H -16.17409 -18.12506 4.18684
H -16.24733 -17.97522 5.98255
*
```

E_LUMO = 0.54 eV
DFT total energy = -3854.77210 Eh
strongest force on any atom = 3.899 eV/Å
Kohn-Sham gap = 8.52 eV
HOMO level = -8.0 eV

Here are the Mulliken charges for atoms 1 to 6, given in e:
1 O -0.61
2 C 0.28
3 O -0.13
4 C -0.23
5 C -1.21
6 C 0.25